C34H58N2O4RhSi as an isolated structure at a distorted geometry, computed with ωB97M-V with the def2-TZVPD basis set.

Geometry as XYZ:
```
100
Properties=species:S:1:pos:R:3:forces:R:3
O -0.834 1.773 -2.645 -0.5 1.4 0.2
O 0.277 0.741 -5.693 -0.1 -0.3 -0.5
C -2.071 2.441 -3.037 0.7 -0.2 0.2
C -2.355 3.666 -2.163 -0.3 -0.3 -0.3
H -2.841 1.659 -2.912 0.3 0.4 -0.2
H -1.991 2.683 -4.119 -0.3 0.0 0.9
H -2.325 3.408 -1.082 0.1 0.3 -0.8
H -3.352 4.052 -2.401 0.0 -0.1 0.1
H -1.661 4.465 -2.439 0.0 -0.1 0.5
C 0.400 2.442 -2.930 0.3 0.6 0.1
C 0.319 3.421 -4.075 0.1 -0.1 -0.7
H 1.160 1.665 -3.121 -0.5 0.1 -0.2
H 0.817 2.990 -2.063 -0.6 -0.2 0.2
H -0.131 2.938 -4.939 0.2 0.0 -0.1
H 1.332 3.706 -4.368 -0.1 0.1 0.1
H -0.270 4.321 -3.872 0.3 -0.1 0.2
C 1.374 -0.143 -5.716 0.4 0.1 0.1
C -0.889 0.077 -6.150 -0.3 -0.3 -0.1
C 2.653 0.638 -5.520 0.2 0.2 0.0
H 1.425 -0.676 -6.678 -0.1 0.1 0.1
H 1.257 -0.900 -4.929 0.0 -0.1 0.0
H 2.796 1.362 -6.331 -0.1 -0.2 0.1
H 3.504 -0.048 -5.526 0.0 0.1 0.0
H 2.659 1.191 -4.574 0.0 -0.1 -0.1
C -1.953 1.091 -6.499 0.0 0.0 0.1
H -1.241 -0.610 -5.356 0.0 0.1 -0.3
H -0.675 -0.526 -7.058 0.1 0.2 0.4
H -2.328 1.570 -5.597 -0.1 0.0 -0.1
H -2.786 0.583 -6.988 0.0 0.1 0.0
H -1.552 1.856 -7.171 -0.1 -0.1 0.1
H -0.262 2.942 2.256 0.0 0.0 0.2
N -1.137 -0.899 3.012 0.8 -2.1 -0.2
C -1.164 -2.104 3.511 -1.0 2.6 0.5
C -0.525 -3.227 2.919 1.0 -0.6 -1.5
C 0.577 -3.306 2.059 -0.8 -0.7 1.4
C -1.862 -2.388 4.827 -0.1 -0.2 0.1
H -2.874 -1.969 4.864 0.3 0.0 0.0
H -1.292 -1.977 5.673 -0.1 0.0 -0.3
H -1.936 -3.467 4.970 -0.1 0.1 0.2
C 1.250 -4.673 2.068 0.1 -0.1 -0.1
H 1.912 -4.768 2.939 -0.1 -0.1 -0.3
H 1.838 -4.857 1.166 0.0 0.1 0.1
H 0.487 -5.458 2.150 0.2 0.2 0.0
N 1.107 -2.305 1.329 0.1 0.6 0.1
C -1.641 0.273 3.549 -0.9 1.5 0.8
C -2.963 0.719 3.249 1.1 -0.1 0.1
C -3.994 -0.244 2.759 -0.2 0.0 -0.2
C -3.240 2.080 3.366 0.4 0.3 0.4
H -4.193 2.458 3.002 0.0 -0.1 0.2
C -2.305 2.969 3.908 0.0 -0.2 0.2
H -2.522 4.034 3.961 0.0 -0.2 0.0
C -1.102 2.479 4.429 -0.3 0.0 -0.3
H -0.352 3.150 4.850 -0.3 -0.1 0.1
C -0.770 1.137 4.287 -0.6 -0.6 -0.7
C 0.501 0.554 4.811 0.4 0.1 -0.1
C 2.504 -2.184 1.260 0.7 -0.6 0.6
C 3.163 -2.000 0.022 -0.2 -0.2 0.5
C 2.359 -1.668 -1.186 0.2 -0.3 -0.4
C 4.545 -2.135 -0.050 -0.3 0.3 0.0
H 5.000 -2.097 -1.037 0.1 0.1 0.2
C 5.306 -2.278 1.104 0.2 -0.1 -0.1
H 6.390 -2.327 1.039 -0.2 -0.1 0.0
C 4.681 -2.317 2.344 -0.2 0.3 0.1
H 5.263 -2.370 3.267 -0.1 0.0 -0.3
C 3.296 -2.256 2.450 -0.2 -0.4 -0.3
C 2.691 -2.223 3.828 -0.1 0.0 0.4
Rh -0.015 -1.263 -0.171 1.2 0.4 3.7
H -3.977 -0.309 1.671 -0.1 -0.2 0.0
H -4.996 0.083 3.055 0.2 -0.1 0.0
H -3.828 -1.245 3.161 -0.1 0.1 -0.1
H 0.317 -0.218 5.580 0.1 0.3 -0.3
H 1.146 1.336 5.227 -0.1 -0.2 0.1
H 1.028 0.094 3.964 0.0 0.0 0.3
H 2.922 -1.856 -2.098 0.0 0.1 -0.1
H 2.094 -0.596 -1.201 0.0 -0.2 0.1
H 1.470 -2.328 -1.247 0.5 0.2 -0.2
H 1.747 -1.655 3.837 0.4 -0.4 0.0
H 3.394 -1.728 4.528 -0.4 -0.3 -0.4
H 2.500 -3.240 4.220 0.0 0.5 -0.1
H -0.877 -4.175 3.315 0.3 0.0 0.0
C -0.425 3.088 1.205 -0.2 -2.2 -2.3
Si -0.564 1.180 0.182 -1.3 0.8 0.5
H -1.336 3.621 0.951 -0.1 -0.1 0.2
H 0.404 3.520 0.676 0.5 0.5 0.1
C -2.454 0.924 -0.014 0.3 0.2 0.5
C -1.660 -2.497 -0.016 0.3 -0.1 -0.2
C -0.535 -0.551 -1.872 -0.7 -0.3 -1.7
H 0.174 0.062 -2.449 -0.7 -0.5 0.4
H -1.605 -0.415 -2.035 0.4 0.2 -0.6
H -0.258 -1.605 -2.042 -0.4 -0.5 -1.2
H -2.993 1.464 0.770 0.1 0.0 -0.2
H -2.653 -0.143 0.094 0.0 0.1 -0.1
H -2.849 1.230 -0.984 0.2 0.0 0.1
H -2.256 -2.184 0.839 0.0 0.1 0.0
H -1.382 -3.544 0.127 0.1 0.1 -0.1
H -2.144 -2.351 -0.968 -0.6 -0.2 -0.1
O 2.115 0.480 1.596 1.0 3.0 1.4
C 2.519 1.532 2.165 0.0 -3.9 -2.2
O 1.893 2.381 2.828 0.0 1.0 0.7
H 3.632 1.775 2.105 -0.7 0.3 0.3
```
Forces are in eV/Å.

Output
DFT total energy   -2140.2573 Eh
Gap between HOMO and LUMO (alpha / beta)   6.76 / 3.86 eV
<S²>   6.082
Multiplicity   5
HOMO energy (alpha / beta)   -9.57 / -10.30 eV
Charge   +1

C34H59BCl3N8O9SiW as an isolated structure at a distorted geometry, computed with ωB97M-V with the def2-TZVPD basis set.

Geometry as XYZ:
```
116
Properties=species:S:1:pos:R:3:forces:R:3
W 0.182 0.545 -1.116 2.0 -0.1 2.7
C -2.003 -2.135 0.558 -0.3 -0.1 -0.2
C -2.261 -1.600 -0.791 0.2 0.6 -0.4
C -3.360 -1.913 -1.552 -0.3 -0.2 -0.1
C -3.258 -1.167 -2.711 -0.6 -0.2 -0.3
N -2.147 -0.454 -2.682 0.3 -0.4 0.5
N -1.476 -0.711 -1.510 0.1 0.1 0.6
B -1.687 0.507 -3.790 -0.1 0.0 -0.1
N -0.300 0.053 -4.228 0.2 -0.2 0.3
C 0.172 -0.045 -5.460 -0.1 0.2 -0.4
C 1.394 -0.666 -5.406 0.3 -0.1 -0.2
C 1.639 -0.934 -4.069 -0.3 0.1 0.3
C 2.828 -1.777 -3.706 -0.2 0.2 0.0
N 0.593 -0.449 -3.304 0.0 0.3 -0.4
N -1.543 1.899 -3.158 -0.4 0.2 0.4
C -1.922 3.074 -3.632 -0.1 0.3 -0.2
C -1.995 3.977 -2.584 -0.1 0.3 -0.3
C -1.622 3.291 -1.452 0.0 -0.4 0.2
C -1.717 3.838 -0.061 -0.1 0.1 -0.1
N -1.305 2.006 -1.806 0.2 -0.5 -0.2
N -2.683 0.432 -4.904 0.3 0.3 -0.3
C -2.801 -0.560 -5.843 0.2 0.0 0.3
C -3.939 -0.324 -6.546 -0.4 0.0 -0.2
C -4.494 0.850 -5.969 -0.3 0.2 -0.1
C -5.742 1.574 -6.386 0.2 0.0 0.0
N -3.748 1.302 -4.977 0.3 -0.6 -0.2
H -2.904 -2.010 1.160 0.0 0.0 -0.1
H -1.192 -1.647 1.047 0.1 0.0 0.1
H -1.791 -3.204 0.502 0.0 0.0 0.0
H -4.154 -2.592 -1.276 0.1 0.1 -0.1
H -3.924 -1.109 -3.565 0.1 0.0 0.2
H -0.404 0.314 -6.304 0.1 -0.1 0.2
H 2.031 -0.946 -6.234 -0.1 0.0 0.1
H 2.987 -2.474 -4.526 0.0 0.0 0.0
H 2.690 -2.352 -2.807 0.0 -0.1 0.2
H 3.738 -1.191 -3.634 0.1 0.1 0.1
H -2.124 3.214 -4.681 -0.2 -0.1 0.1
H -2.298 5.014 -2.632 0.0 -0.2 0.0
H -2.771 3.874 0.221 0.0 0.0 0.0
H -1.346 4.862 -0.037 0.0 0.0 0.0
H -1.175 3.263 0.671 0.0 0.0 0.1
H -2.081 -1.370 -5.923 -0.2 0.2 0.0
H -4.344 -0.909 -7.364 0.1 0.2 0.2
H -6.355 0.949 -7.031 0.0 0.0 0.0
H -5.492 2.482 -6.939 0.0 0.0 0.0
H -6.330 1.871 -5.518 0.0 0.0 0.0
C 3.265 1.644 0.653 0.0 0.1 -0.1
O 2.743 1.099 -0.576 0.2 0.2 0.1
C 3.547 0.020 -0.987 0.1 -0.1 0.0
C 2.922 -1.211 -0.437 -0.1 -0.3 0.1
O 1.605 -1.280 -1.042 -0.5 -0.2 -0.1
C 0.987 -2.590 -0.846 0.2 0.1 -0.2
H 4.276 1.999 0.462 0.1 0.1 0.0
H 3.261 0.889 1.417 0.0 -0.2 0.3
H 2.658 2.475 0.969 -0.2 0.2 0.1
H 4.582 0.120 -0.666 0.1 0.1 0.1
H 3.516 0.022 -2.060 0.1 -0.1 -0.5
H 2.830 -1.172 0.648 0.0 0.0 0.1
H 3.481 -2.101 -0.720 -0.1 -0.2 -0.1
H 1.707 -3.348 -1.146 0.1 0.0 0.0
H 0.123 -2.648 -1.494 -0.1 0.1 -0.1
H 0.720 -2.714 0.197 0.0 0.1 0.0
C 2.642 1.559 4.237 -0.2 -0.1 -0.3
C 2.944 0.083 3.979 0.0 0.0 0.2
C 4.433 -0.127 3.744 0.0 -0.1 -0.2
C 2.521 -0.728 5.196 -0.1 -0.1 0.0
O 2.256 -0.411 2.767 0.3 0.5 -0.1
Si 0.696 -0.599 2.337 0.1 -0.5 1.2
O 0.327 0.008 0.821 -0.7 0.4 -2.0
O -0.152 -0.075 3.621 -0.3 0.6 -0.7
C -1.255 0.766 4.036 -0.1 -0.2 0.0
C -2.554 0.012 3.762 0.0 -0.1 -0.1
C -1.188 2.128 3.337 0.1 -0.1 0.0
C -1.103 0.965 5.529 0.1 0.0 0.3
O 0.450 -2.197 2.143 0.2 -0.2 -0.1
C 0.740 -3.394 2.925 0.1 0.0 0.2
C 0.230 -3.222 4.348 -0.1 0.3 0.1
C -0.003 -4.543 2.264 -0.1 0.0 -0.2
C 2.236 -3.675 2.893 0.1 0.2 -0.2
H 3.124 1.875 5.164 0.0 0.0 -0.1
H 1.565 1.711 4.340 0.1 0.0 0.0
H 3.009 2.203 3.436 0.0 0.0 0.0
H 4.991 0.155 4.640 -0.1 0.0 -0.1
H 4.807 0.478 2.913 0.0 0.0 0.1
H 4.636 -1.181 3.528 0.0 0.1 0.0
H 3.047 -0.353 6.075 0.0 0.0 0.0
H 2.775 -1.784 5.075 0.0 0.1 0.1
H 1.449 -0.635 5.371 0.1 0.1 0.0
H -2.634 -0.276 2.710 0.0 0.1 0.1
H -3.425 0.614 4.040 0.1 -0.1 -0.1
H -2.570 -0.907 4.353 0.0 0.1 0.0
H -0.864 2.015 2.300 0.0 0.0 0.0
H -0.457 2.781 3.818 0.0 -0.1 0.0
H -2.156 2.637 3.381 0.1 -0.1 0.0
H -1.099 -0.003 6.037 0.0 0.1 0.0
H -1.935 1.560 5.919 0.1 -0.1 0.0
H -0.169 1.485 5.760 -0.1 -0.1 0.0
H -0.857 -3.094 4.345 0.1 0.0 0.0
H 0.675 -2.348 4.828 -0.1 -0.3 -0.1
H 0.475 -4.105 4.940 0.0 0.0 0.0
H -1.077 -4.339 2.241 0.1 -0.1 0.0
H 0.157 -5.461 2.836 0.0 0.1 -0.1
H 0.357 -4.716 1.243 -0.1 0.0 0.1
H 2.806 -2.799 3.206 0.0 -0.1 0.0
H 2.551 -3.941 1.876 0.0 0.0 0.1
H 2.481 -4.509 3.554 0.0 0.0 -0.1
Cl 1.176 5.014 -2.831 -0.1 0.1 -0.1
C 1.842 3.648 -1.977 -0.2 -0.3 -0.1
Cl 3.561 3.874 -1.802 0.2 -0.1 0.1
Cl 1.522 2.143 -2.923 0.1 0.1 -0.3
C 1.148 3.491 -0.585 0.0 -1.1 -0.5
O 1.145 4.416 0.146 0.0 0.5 0.6
O 0.655 2.279 -0.272 -0.3 0.4 -0.5
O -2.401 0.905 0.503 -0.2 0.1 0.0
H -3.058 1.473 0.078 0.0 -0.1 0.1
H -2.263 1.286 1.375 -0.1 0.0 0.1
```
Forces are in eV/Å.

Output
DFT total energy   -4207.9411 Eh
Gap between HOMO and LUMO (alpha / beta)   5.94 / 6.36 eV
<S²>   0.756
Multiplicity   2
HOMO energy (alpha / beta)   -13.86 / -13.86 eV
Charge   +2